Entry from the OMol25 dataset: a cluster of 11 separate species, C21H64O11 in total (the ωB97M-V functional and the def2-TZVPD basis).

Bonds (Å) are listed after each position.
Positions of all 96 atoms, in Å:
1 C -2.178 3.926 0.147  C2 1.524, H4 1.076, H5 1.102, H6 1.089
2 C -3.146 3.534 -0.962  C1 1.524, O3 1.411, H7 1.066, H8 1.087
3 O -4.506 3.650 -0.606  C2 1.411, H9 0.962
4 H -2.397 3.461 1.092  C1 1.076
5 H -2.165 5.018 0.295  C1 1.102
6 H -1.187 3.588 -0.154  C1 1.089
7 H -2.981 2.493 -1.125  C2 1.066
8 H -2.972 4.141 -1.846  C2 1.087
9 H -4.702 4.522 -0.252  O3 0.962
10 C 2.570 -4.811 0.580  C11 1.527, H13 1.088, H14 1.074, H15 1.111
11 C 2.066 -6.228 0.318  C10 1.527, O12 1.421, H16 1.083, H17 1.111
12 O 0.675 -6.380 0.567  C11 1.421, H18 0.981
13 H 2.205 -4.407 1.522  C10 1.088
14 H 2.316 -4.148 -0.226  C10 1.074
15 H 3.681 -4.833 0.570  C10 1.111
16 H 2.589 -6.902 0.986  C11 1.083
17 H 2.257 -6.497 -0.743  C11 1.111
18 H 0.359 -5.484 0.813  O12 0.981
19 C 2.842 -0.674 2.084  C20 1.546, H22 1.096, H23 1.098, H24 1.118
20 C 2.721 0.006 3.467  C19 1.546, O21 1.417, H25 1.080, H26 1.095
21 O 2.622 -1.014 4.446  C20 1.417, H27 0.970
22 H 1.999 -1.323 1.818  C19 1.096
23 H 3.785 -1.236 2.057  C19 1.098
24 H 2.935 0.141 1.325  C19 1.118
25 H 1.795 0.561 3.439  C20 1.080
26 H 3.567 0.654 3.720  C20 1.095
27 H 2.733 -0.624 5.327  O21 0.970
28 C -4.256 0.322 0.559  C29 1.533, H31 1.077, H32 1.109, H33 1.097
29 C -5.689 0.710 0.177  C28 1.533, O30 1.420, H34 1.086, H35 1.060
30 O -5.779 1.271 -1.124  C29 1.420, H36 0.968
31 H -4.158 -0.302 1.431  C28 1.077
32 H -3.628 1.231 0.660  C28 1.109
33 H -3.796 -0.224 -0.274  C28 1.097
34 H -6.116 1.315 0.972  C29 1.086
35 H -6.259 -0.180 0.244  C29 1.060
36 H -5.660 2.231 -1.085  O30 0.968
37 C -2.172 -0.974 3.997  C38 1.520, H40 1.093, H41 1.083, H42 1.101
38 C -1.083 0.030 4.337  C37 1.520, O39 1.422, H43 1.104, H44 1.112
39 O -1.280 1.090 3.411  C38 1.422, H45 0.962
40 H -3.116 -0.428 4.064  C37 1.093
41 H -2.195 -1.758 4.744  C37 1.083
42 H -2.083 -1.424 2.997  C37 1.101
43 H -0.093 -0.450 4.249  C38 1.104
44 H -1.201 0.313 5.406  C38 1.112
45 H -0.666 1.820 3.539  O39 0.962
46 C -0.930 3.079 -4.388  C47 1.510, H49 1.078, H50 1.082, H51 1.072
47 C 0.198 3.128 -3.385  C46 1.510, O48 1.419, H52 1.110, H53 1.109
48 O 0.048 4.249 -2.527  C47 1.419, H54 0.965
49 H -1.860 2.951 -3.858  C46 1.078
50 H -0.816 2.203 -5.014  C46 1.082
51 H -0.865 3.961 -4.993  C46 1.072
52 H 1.187 3.103 -3.889  C47 1.110
53 H 0.133 2.205 -2.774  C47 1.109
54 H -0.697 4.798 -2.799  O48 0.965
55 C 1.360 3.142 1.361  C56 1.486, H58 1.097, H59 1.077, H60 1.108
56 C 0.945 4.040 2.470  C55 1.486, O57 1.427, H61 1.080, H62 1.091
57 O 0.311 3.231 3.462  C56 1.427, H63 0.975
58 H 1.580 3.830 0.535  C55 1.097
59 H 0.585 2.447 1.085  C55 1.077
60 H 2.326 2.647 1.582  C55 1.108
61 H 0.229 4.744 2.072  C56 1.080
62 H 1.741 4.647 2.902  C56 1.091
63 H -0.152 3.758 4.139  O57 0.975
64 C 2.833 -3.724 -3.193  C65 1.517, H67 1.085, H68 1.088, H69 1.099
65 C 1.602 -3.263 -3.950  C64 1.517, O66 1.472, H70 1.088, H71 1.099
66 O 0.443 -3.313 -3.044  C65 1.472, H72 0.977
67 H 2.703 -4.678 -2.691  C64 1.085
68 H 3.175 -2.970 -2.487  C64 1.088
69 H 3.643 -3.868 -3.921  C64 1.099
70 H 1.429 -3.999 -4.732  C65 1.088
71 H 1.704 -2.232 -4.313  C65 1.099
72 H 0.278 -4.241 -2.786  O66 0.977
73 C -0.564 0.183 0.191  C74 1.550, H76 1.088, H77 1.099, H78 1.094
74 C -0.643 -0.824 -0.984  C73 1.550, O75 1.456, H79 1.104, H80 1.096
75 O 0.377 -1.851 -0.829  C74 1.456, H81 0.971
76 H -0.794 -0.290 1.144  C73 1.088
77 H -1.280 1.005 0.047  C73 1.099
78 H 0.466 0.552 0.195  C73 1.094
79 H -0.494 -0.355 -1.972  C74 1.104
80 H -1.648 -1.263 -0.988  C74 1.096
81 H 0.414 -2.384 -1.639  O75 0.971
82 C 2.735 1.077 -1.740  C83 1.520, H85 1.103, H86 1.087, H87 1.058
83 C 4.009 1.780 -2.181  C82 1.520, O84 1.431, H88 1.092, H89 1.111
84 O 4.551 1.025 -3.269  C83 1.431, H90 0.964
85 H 2.956 0.071 -1.345  C82 1.103
86 H 1.990 1.040 -2.531  C82 1.087
87 H 2.292 1.654 -0.972  C82 1.058
88 H 4.721 1.744 -1.353  C83 1.092
89 H 3.781 2.844 -2.407  C83 1.111
90 H 5.330 1.513 -3.562  O84 0.964
91 C -1.938 -4.004 0.396  O92 1.449, H93 1.117, H94 1.116, H95 1.087
92 O -0.593 -3.733 0.863  C91 1.449, H96 0.969
93 H -2.596 -3.173 0.747  C91 1.117
94 H -1.983 -4.181 -0.705  C91 1.116
95 H -2.277 -4.951 0.810  C91 1.087
96 H -0.195 -3.084 0.264  O92 0.969

Its frontier orbital gap is 9.87 eV. Its charge is 0. As for the SMILES: CCO.CCO.CCO.CCO.CCO.CCO.CCO.CCO.CCO.CCO.CO. For the calculated total energy, the calculation gives -45334.42793 eV. Its multiplicity is 1. As for the highest occupied orbital energy: -0.34731 Ha.